The ion C6H8N with charge +1. Source: the Open Molecules 2025 dataset; level of theory: ωB97M-V/def2-TZVPD.

The value obtained for the LUMO energy (alpha / beta) is -5.166 / -6.434 eV. The net charge is +1. The energy above the lowest of the compared OMol25 structures with the same formula, charge and spin comes out at 310.5 kJ/mol. The value obtained for the frontier orbital gap (alpha / beta) is 0.270 / 0.291 hartree. Its expectation value of S² is 2.0349. As for the spin multiplicity: 3. The calculation puts the HOMO energy (alpha / beta) at -0.460 / -0.527 Eh.

```
15
Properties=species:S:1:pos:R:3:forces:R:3:mulliken_spin:R:1
C 1.248683 0.277183 1.368799 0.147 1.613 3.315 0.03
C 2.284037 1.005142 1.113668 1.012 0.118 -1.954 1.86
C 0.994398 -0.776241 -1.573704 0.125 1.394 -1.933 0.01
C -1.263098 0.298216 0.716699 0.269 0.179 -0.975 0.00
C -1.101178 0.316090 -0.809623 -0.864 0.775 0.321 0.00
C 0.135977 -0.398629 0.733029 -1.087 -1.756 1.723 0.03
N 0.163762 -0.383131 -0.715465 0.014 -0.917 -0.474 0.01
H 1.087877 0.508730 2.448391 -0.656 -0.948 -0.138 0.08
H 0.751317 -0.645353 -2.646562 -0.099 -0.125 0.727 0.00
H 2.028498 -0.948983 -1.373719 0.373 -0.968 0.765 0.00
H -1.258701 1.287424 1.117557 -0.060 0.494 0.516 0.00
H -2.156232 -0.257598 1.005918 0.533 -0.125 0.394 0.00
H -1.865271 -0.144348 -1.351796 -0.998 -1.434 -0.853 0.00
H -1.046548 1.276405 -1.277008 0.726 0.765 -0.113 0.00
H -0.003519 -1.414907 1.243817 0.564 0.936 -1.321 -0.02
```
Forces are in eV/Å.


The molecule C6H8N2. Source: the Open Molecules 2025 dataset; level of theory: ωB97M-V/def2-TZVPD.

The value obtained for the LUMO energy is 0.865 eV. The energy above the lowest of the compared OMol25 structures with the same formula, charge and spin comes out at 430.9 kJ/mol. The value obtained for the frontier orbital gap is 0.385 hartree. The calculation puts the HOMO energy at -0.353 Eh.

```
16
Properties=species:S:1:pos:R:3:forces:R:3:lowdin_charge:R:1
H -0.481618 -3.415182 0.209034 1.099 1.040 1.093 0.10
N 0.265213 -2.697471 0.512613 -1.435 -4.332 -0.854 0.16
C -0.156940 -1.588876 0.179869 3.224 3.252 0.549 -0.50
C 0.919769 -0.544648 0.314979 -2.616 -1.648 -0.366 -0.01
C 1.636823 0.391655 0.385383 2.194 4.025 0.506 -0.08
C 2.285720 1.761079 0.580114 0.674 0.708 2.078 -0.12
N -1.401528 -1.218283 -0.246207 -2.840 0.524 -0.976 -0.06
C -1.539097 -0.261744 -1.347162 0.452 1.695 -0.892 -0.14
C -1.879146 0.180670 0.058319 1.262 -0.101 0.580 -0.10
H 2.142194 2.485188 -0.287177 -0.161 -1.087 1.250 0.08
H 3.402031 1.818013 0.852580 -1.388 -0.900 -0.995 0.07
H 1.933196 2.227459 1.630855 -0.019 -0.901 -2.609 0.11
H -0.582753 0.191675 -1.821334 -1.667 -1.014 0.879 0.13
H -2.432802 -0.393060 -2.080751 1.824 -0.080 1.458 0.13
H -2.944275 0.322504 0.282903 0.517 -0.545 0.129 0.10
H -1.166788 0.741022 0.775982 -1.120 -0.634 -1.830 0.13
```
Forces are in eV/Å.


The molecule C6H8N2. Source: the Open Molecules 2025 dataset; level of theory: ωB97M-V/def2-TZVPD.

The value obtained for the LUMO energy (alpha / beta) is 0.182 / -0.159 eV. The energy above the lowest of the compared OMol25 structures with the same formula, charge and spin comes out at 479.0 kJ/mol. The value obtained for the frontier orbital gap (alpha / beta) is 0.253 / 0.303 hartree. The calculation puts the HOMO energy (alpha / beta) at -0.246 / -0.309 Eh.

```
16
Properties=species:S:1:pos:R:3:forces:R:3:lowdin_charge:R:1
C 0.211299 1.223739 -2.167497 -0.473 1.111 -0.033 -0.17
C 0.487054 0.071650 -0.410832 -4.219 -2.129 2.772 -0.21
C -0.992207 0.529139 -0.403133 3.926 -0.370 0.700 -0.23
C -1.902184 0.350878 0.588851 -0.220 2.082 -3.187 0.07
C 1.185857 -1.918876 1.824954 0.272 2.155 -4.441 0.08
C 1.262553 -0.743074 0.721524 0.014 2.015 2.096 -0.13
N 1.066727 0.536181 -1.467394 1.975 -0.644 -1.114 0.07
N -0.991468 1.351314 -1.531660 2.388 -3.664 1.180 0.10
H 0.439033 1.649997 -3.124896 -0.123 0.272 -0.096 0.11
H -2.882649 0.690307 0.449274 -1.319 0.862 -0.204 0.03
H -1.862054 -0.367723 1.274613 0.965 -2.726 2.790 0.00
H 0.470701 -1.828728 2.528065 -2.199 0.401 2.376 -0.02
H 1.351459 0.165768 1.459344 0.289 -1.378 -1.023 0.13
H 1.612517 -2.874248 1.697296 0.702 -0.712 -0.463 0.02
H 2.197060 -0.826916 0.227653 1.151 -0.197 -0.198 0.06
H -1.653698 1.990593 -1.666163 -3.129 2.922 -1.155 0.09
```
Forces are in eV/Å.